No. 1
Computed, not measured: C25H38CdP2 as an isolated structure at a distorted geometry, with ωB97M-V/def2-TZVPD.

Each line ends with the natural charge from an NBO analysis.
Cartesian coordinates (Å):
P1 1.2148 -2.2831 -0.1000  1.24
P2 0.7657 2.0760 0.9824  0.82
C1 1.1751 -0.5372 -0.6954  -0.84
C2 1.8033 0.6147 0.1606  -0.70
H1 0.1226 -0.2609 -0.9745  0.29
H2 1.6331 -0.5438 -1.6987  0.26
H3 2.3735 0.1542 0.9838  0.22
H4 2.4995 1.2354 -0.4140  0.22
C3 -0.7287 2.6268 0.0759  -0.96
H5 -1.1936 3.4192 0.6904  0.26
H6 -1.5540 1.8997 -0.0757  0.23
H7 -0.3969 3.0590 -0.8850  0.20
C4 1.7452 3.5898 0.7885  -0.95
H8 1.1843 4.1809 0.0456  0.22
H9 2.7356 3.3178 0.4042  0.22
H10 1.8405 4.1776 1.7154  0.25
C5 -0.0150 -3.4323 -0.7699  -0.97
H11 -0.1968 -4.2251 -0.0414  0.24
H12 0.2928 -3.8932 -1.6991  0.23
H13 -0.9703 -2.9263 -0.9003  0.28
C6 2.8374 -2.8940 -0.7875  -0.94
H14 3.6242 -2.1289 -0.9282  0.26
H15 2.6653 -3.3458 -1.7764  0.24
H16 3.2834 -3.6600 -0.1371  0.25
Cd1 -1.5804 -0.5541 0.2595  0.58
C7 0.1580 0.6304 -3.0314  -0.21
C8 -1.1490 0.6163 -2.6979  -0.21
C9 -2.2220 0.0248 -3.5149  -0.45
C10 -1.7857 -1.2809 -4.2597  -0.45
C11 -0.9041 -2.1914 -3.4684  -0.18
C12 0.4363 -2.3215 -3.5155  -0.20
C13 1.4122 -1.3544 -4.0926  -0.45
C14 0.8635 0.1154 -4.2414  -0.45
C15 -0.0658 -2.1334 1.4945  -1.00
H17 0.7821 1.2299 -2.3451  0.19
H18 -1.4780 1.2536 -1.8714  0.22
H19 -2.5935 0.7953 -4.2160  0.22
H20 -3.0562 -0.2310 -2.8490  0.22
H21 -2.7083 -1.8657 -4.4352  0.22
H22 -1.3674 -1.0281 -5.2553  0.21
H23 -1.4099 -3.0511 -3.0285  0.20
H24 0.8599 -3.3469 -3.4187  0.20
H25 1.6754 -1.7512 -5.0958  0.22
H26 2.3709 -1.3516 -3.5370  0.20
H27 1.7457 0.7571 -4.4085  0.22
H28 0.2389 0.1678 -5.1466  0.21
H29 -0.1569 -1.2804 2.1975  0.27
H30 0.8786 -2.6035 1.8600  0.22
H31 -0.9012 -2.8454 1.6595  0.24
C16 0.9641 1.5866 5.7451  -0.22
C17 1.4883 1.0899 4.5396  -0.25
C18 0.6513 0.8112 3.4728  -0.17
C19 -0.7577 0.9282 3.5460  -0.18
C20 -1.6225 0.6344 2.4549  -0.42
C21 -2.9491 0.9745 2.5581  -0.33
C22 -3.4702 1.6055 3.7411  -0.22
C23 -2.6654 1.9021 4.8329  -0.24
C24 -1.2949 1.5218 4.7738  0.03
C25 -0.4101 1.8054 5.8400  -0.24
H32 1.6177 1.8044 6.5944  0.21
H33 2.5581 0.9235 4.4273  0.20
H34 1.0973 0.4886 2.5232  0.21
H35 -3.6012 0.8032 1.6904  0.19
H36 -4.5326 1.8263 3.7726  0.20
H37 -3.0166 2.4425 5.7333  0.20
H38 -0.8405 2.2314 6.7491  0.20

Force components x, y, z for each atom (eV/Å):
P -1.64 2.15 -1.18
P -0.79 -0.90 1.11
C -0.35 0.78 -1.38
C -0.15 0.55 -0.23
H 1.42 -0.65 0.32
H 0.02 -0.13 0.57
H -0.15 0.45 0.03
H 0.24 -0.65 -0.29
C -0.20 0.15 -1.15
H 0.48 -0.23 -0.10
H 0.82 0.41 0.19
H -0.59 -0.01 0.07
C 0.26 0.33 -1.06
H 0.69 0.22 0.13
H -0.02 0.43 0.04
H -0.06 -0.50 -0.28
C 0.03 -0.81 -0.79
H 0.36 -0.01 0.19
H -0.05 -0.10 0.04
H 0.35 0.04 -0.05
C 0.79 -0.47 0.33
H -0.73 0.00 0.34
H -0.18 0.10 0.29
H -0.22 0.06 -0.20
Cd -0.96 0.35 1.09
C -0.78 1.60 0.81
C 1.11 0.97 -0.58
C -0.58 -0.75 -0.31
C -0.97 0.96 -0.01
C 1.18 -1.29 -0.59
C -0.48 -0.53 -0.89
C -0.01 0.58 -0.82
C 0.71 -0.85 -0.35
C 2.14 -1.14 2.52
H -0.24 -0.23 -0.56
H 0.26 -0.40 -0.37
H 0.05 -0.42 0.07
H 0.08 0.09 -0.17
H 0.40 0.33 -0.18
H -0.11 -0.31 0.67
H -0.10 0.18 -0.11
H -0.29 0.90 0.72
H 0.05 0.36 0.29
H -0.48 -0.03 -0.06
H -0.40 -0.15 -0.10
H 0.23 0.08 0.41
H 0.09 0.03 -0.81
H -1.35 -0.38 1.80
H 0.69 0.31 -0.52
C -1.12 0.17 0.23
C -0.25 -0.19 -0.50
C 0.62 -0.98 0.63
C -0.60 0.88 1.48
C -0.09 -0.59 -1.05
C 0.01 0.40 0.91
C 0.20 0.04 0.25
C -0.28 -0.46 -0.68
C 0.68 -0.13 -1.14
C 0.89 0.06 0.28
H -0.23 -0.05 -0.31
H -0.14 0.10 0.06
H -0.36 -0.36 1.16
H -0.10 0.08 0.57
H 0.04 0.20 0.03
H 0.01 -0.52 -0.67
H 0.19 -0.10 -0.15

Output
- Lowest unoccupied orbital energy (alpha / beta): -1.2 / -1.2 eV
- Orbital gap (alpha / beta): 4.052 / 4.051 eV
- HOMO level (alpha / beta): -5.3 / -5.3 eV



No. 2
Computed, not measured: C25H38Cl3CoN4O4P2S as an isolated structure at a distorted geometry, with ωB97M-V/def2-TZVPD.

Each line ends with the Mulliken charge.
Cartesian coordinates (Å):
Co1 0.4578 -0.7178 0.4447  0.38
O1 -1.5310 -2.0112 3.4463  -0.58
Cl1 -0.3894 -1.9848 2.6330  1.71
O2 0.6789 -2.7516 3.1353  -0.55
O3 0.0680 -0.5538 2.4157  -0.65
O4 -0.6970 -2.3564 1.2303  -0.75
C1 2.1606 1.5960 2.1987  -1.85
P1 1.2681 1.4683 0.6194  1.16
C2 -0.2218 2.4440 1.0030  -0.76
N1 -0.0552 3.6439 1.5075  -0.01
C3 -1.1701 4.3138 1.8731  0.26
C4 -1.0561 5.6161 2.4190  -0.65
C5 -2.1828 6.2795 2.7978  -0.56
C6 -3.4663 5.6847 2.6600  -0.62
C7 -3.6079 4.4327 2.1444  -0.51
C8 -2.4546 3.7174 1.7363  0.38
N2 -2.5894 2.4740 1.2253  -0.26
C9 -1.4894 1.8636 0.8495  -0.31
P2 -1.6597 0.1866 0.1503  1.95
C10 -2.9837 -0.5118 1.1493  -1.98
C11 -2.4237 0.3874 -1.5485  1.87
C12 -2.9521 -0.9797 -2.0072  -1.53
C13 -1.4120 0.9799 -2.5223  -1.59
C14 -3.6173 1.3500 -1.4743  -1.77
C15 2.2833 2.4138 -0.6314  1.96
C16 2.9900 3.5737 0.0815  -1.73
C17 1.4023 2.9530 -1.7534  -1.82
C18 3.3196 1.4578 -1.2227  -1.57
H1 3.2009 1.3016 2.0974  0.47
H2 1.6799 0.9790 2.9533  0.52
H3 2.0999 2.6433 2.4944  0.57
H4 -0.0718 6.0494 2.5246  0.50
H5 -2.1084 7.2754 3.2118  0.43
H6 -4.3383 6.2401 2.9760  0.43
H7 -4.5748 3.9634 2.0311  0.50
H8 -3.8357 0.1482 0.9911  0.52
H9 -2.7246 -0.4972 2.2024  0.53
H10 -3.2172 -1.5293 0.8488  0.37
H11 -2.2031 -1.7659 -1.9569  0.07
H12 -3.2773 -0.8909 -3.0449  0.54
H13 -3.8179 -1.2832 -1.4189  0.39
H14 -0.4967 0.3992 -2.6153  0.16
H15 -1.1594 1.9985 -2.2278  0.30
H16 -1.8660 1.0325 -3.5130  0.63
H17 -4.4057 1.0031 -0.8102  0.37
H18 -4.0392 1.4043 -2.4796  0.55
H19 -3.3298 2.3562 -1.1800  0.39
H20 2.2919 4.2328 0.5955  0.31
H21 3.5035 4.1571 -0.6846  0.52
H22 3.7421 3.2270 0.7867  0.36
H23 0.6126 3.6119 -1.3898  0.33
H24 0.9677 2.1478 -2.3406  0.29
H25 2.0346 3.5365 -2.4243  0.63
H26 3.9957 1.0653 -0.4632  0.32
H27 3.9237 2.0024 -1.9498  0.52
H28 2.8456 0.6206 -1.7353  0.26
C19 0.4227 -6.3837 -3.2955  -1.45
C20 0.7049 -5.5471 -2.0984  0.63
C21 1.0715 -6.0204 -0.8650  -1.11
C22 1.3122 -5.1018 0.1624  0.91
N3 1.1909 -3.7800 -0.0256  0.37
C23 0.7930 -3.3371 -1.1984  -0.36
S1 0.4695 -1.6776 -1.5863  -0.47
N4 0.5688 -4.2052 -2.2226  0.15
C24 1.6899 -5.5594 1.5287  -1.43
H29 0.7830 -7.3972 -3.1445  0.40
H30 0.8980 -5.9669 -4.1838  0.41
H31 -0.6539 -6.4246 -3.4734  0.33
H32 1.1721 -7.0819 -0.6981  0.49
H33 0.2813 -3.8210 -3.1158  0.35
H34 2.1403 -6.5487 1.5131  0.48
H35 0.7853 -5.6020 2.1412  0.29
H36 2.3536 -4.8453 2.0103  0.29
Cl2 2.9591 -1.2303 1.0484  0.14
C25 4.0811 -2.3167 0.1408  -0.49
Cl3 3.9550 -2.2323 -1.5970  -0.07
H37 3.8507 -3.3201 0.4663  0.23
H38 5.0699 -1.9990 0.4534  0.47

Force components x, y, z for each atom (eV/Å):
Co -1.41 -0.06 1.01
O -0.06 0.07 0.01
Cl 0.31 -0.15 -0.20
O 0.03 0.01 0.01
O 0.24 0.13 -0.23
O 0.22 0.10 0.03
C -0.02 -0.05 -0.06
P -0.03 -0.10 -0.20
C 0.14 0.01 -0.04
N -0.10 -0.06 0.00
C 0.14 0.10 0.02
C -0.06 -0.03 -0.01
C 0.00 -0.01 -0.01
C 0.01 -0.03 0.00
C 0.06 0.03 0.01
C -0.17 -0.06 0.00
N 0.12 0.07 0.01
C -0.15 -0.09 -0.01
P 0.26 0.38 -0.30
C 0.09 -0.13 0.04
C 0.04 -0.21 0.03
C 0.02 0.00 0.01
C -0.01 0.06 0.01
C 0.00 0.05 0.03
C 0.03 -0.20 0.04
C -0.04 0.05 -0.05
C -0.02 0.00 0.00
C 0.04 -0.04 0.01
H 0.05 0.02 -0.04
H -0.02 0.00 0.01
H 0.02 -0.01 0.02
H 0.03 0.00 -0.02
H 0.00 0.01 0.02
H -0.01 0.01 0.00
H -0.01 -0.02 0.01
H -0.02 -0.04 0.04
H -0.01 0.05 0.02
H 0.00 0.00 -0.02
H 0.04 -0.02 -0.01
H -0.01 0.02 0.00
H 0.00 -0.01 -0.01
H 0.00 0.00 -0.01
H 0.01 0.01 -0.02
H -0.02 0.00 -0.01
H -0.02 0.01 0.01
H -0.01 -0.01 -0.01
H 0.01 0.01 -0.01
H -0.01 0.00 0.00
H 0.02 0.01 0.00
H 0.02 0.00 0.03
H -0.01 -0.01 0.01
H -0.02 -0.02 -0.01
H -0.01 0.02 0.00
H 0.03 -0.01 0.02
H 0.01 0.02 -0.01
H 0.00 -0.06 -0.03
C -0.01 -0.02 0.00
C 0.03 0.03 0.06
C -0.04 0.03 -0.05
C 0.01 0.04 0.04
N 0.23 -0.05 -0.10
C -0.12 0.04 -0.05
S 0.33 0.31 0.00
N 0.00 -0.03 -0.07
C 0.01 0.02 -0.03
H -0.01 0.00 -0.01
H 0.01 -0.01 -0.01
H -0.01 0.00 -0.01
H 0.03 -0.02 -0.01
H 0.01 -0.01 0.02
H -0.01 -0.01 0.01
H -0.02 -0.02 0.00
H 0.02 0.04 -0.01
Cl -0.17 -0.11 -0.06
C -0.01 -0.06 0.14
Cl 0.01 0.10 -0.04
H -0.02 -0.08 0.06
H -0.02 -0.03 -0.02

Output
- Lowest unoccupied orbital energy (alpha / beta): -6.9 / -6.9 eV
- Orbital gap (alpha / beta): 7.137 / 7.130 eV
- Net charge: +2
- HOMO level (alpha / beta): -14.0 / -14.0 eV



Relative energy (zero: lowest compared OMol25 entry of this formula, charge and spin) across the listed records, respectively: 49.4; 313.6 kJ/mol.
Calculated total energy across the listed records, respectively: -49672.55770; -145279.80040 eV.